The molecule CH3PS. Source: OMol25; level of theory: ωB97M-V with the def2-TZVPD basis set.

XYZ file:
```
6
Properties=species:S:1:pos:R:3
S 1.25 2.01 0.33
P -0.10 0.66 0.01
C 0.00 -0.99 0.09
H -1.02 0.95 -1.17
H -0.98 -1.33 -0.03
H 0.85 -1.31 0.77
```

Results
highest occupied orbital energy = -8.96 eV
orbital gap = 8.169 eV
relative energy (zero: lowest compared OMol25 entry of this formula, charge and spin) = 24.4 kcal per mole
SMILES string = C=[PH]=S



C34H28BrCl2FN3O3S2Ti as an isolated structure. Source: OMol25; level of theory: ωB97M-V with the def2-TZVPD basis set.

XYZ file:
```
75
Properties=species:S:1:pos:R:3
Br 1.81 -2.67 0.34
Ti -0.21 0.28 -0.15
Cl 2.37 0.58 2.05
Cl -2.37 2.46 3.93
S -0.74 2.12 -2.77
S -0.46 2.06 1.44
F 4.13 5.52 -2.44
O -1.10 1.67 -1.35
O -0.50 -1.18 -1.24
O -0.67 -3.97 4.63
N -4.53 -0.89 -0.32
N -2.54 -0.06 0.03
N -0.25 -1.24 1.56
C 1.66 0.60 4.63
C -0.58 -3.06 3.65
C -1.61 -4.14 -2.98
C -3.20 -1.06 -0.53
C -3.48 0.77 0.60
C -0.43 1.44 5.45
C -2.70 -1.05 -5.32
C -1.17 -1.06 2.53
C 3.51 4.37 -2.14
C -2.66 -2.16 -1.31
C -0.79 1.78 4.16
C 0.49 -2.35 1.66
C -3.46 -3.20 -1.78
C 0.80 0.85 5.68
C -0.79 -3.13 -2.52
C -1.37 -1.92 3.58
C 1.52 0.70 -1.24
C 2.32 3.02 -0.57
C 2.77 2.21 -2.78
C -3.42 -0.49 -4.27
C -1.56 0.93 -3.80
C -2.85 0.50 -3.50
C -1.42 -0.62 -5.62
C -4.72 0.27 0.40
C 2.97 4.21 -0.88
C -2.95 -4.19 -2.60
C -1.80 3.54 -2.95
C 0.04 1.56 3.05
C 1.27 0.95 3.35
C -1.31 -2.14 -1.68
C 2.21 2.00 -1.51
C -0.83 0.38 -4.84
C 0.38 -3.28 2.66
C 3.42 3.39 -3.10
H 3.86 3.55 -4.08
H -1.78 -0.17 2.44
H 0.18 0.71 -5.04
H -2.82 3.27 -2.70
H 1.36 0.16 -2.18
H 2.14 0.02 -0.63
H 2.62 0.14 4.78
H -3.18 1.67 1.12
H -3.59 -4.99 -2.95
H -5.26 -1.50 -0.64
H 1.89 2.90 0.41
H -3.37 0.93 -2.65
H 3.06 5.01 -0.16
H -5.69 0.61 0.69
H -1.11 1.64 6.26
H -3.16 -1.83 -5.92
H 1.01 -4.16 2.69
H -1.73 3.89 -3.98
H 1.09 0.59 6.69
H -0.87 -1.06 -6.44
H -4.51 -3.26 -1.50
H -1.42 4.30 -2.27
H -1.35 -3.73 5.26
H -2.12 -1.70 4.32
H -1.20 -4.91 -3.62
H 0.26 -3.08 -2.78
H 2.70 1.42 -3.52
H -4.42 -0.84 -4.05
```

Results
highest occupied orbital energy = -10.51 eV
orbital gap = 7.608 eV
relative energy (zero: lowest compared OMol25 entry of this formula, charge and spin) = 14.0 kcal per mole
total charge = +1



C24H15Br4IInN4O8 as an isolated structure. Source: OMol25; level of theory: ωB97M-V with the def2-TZVPD basis set.

XYZ file:
```
57
Properties=species:S:1:pos:R:3
I -4.97 -2.24 -2.43
In 1.37 -0.31 -0.16
Br 5.67 -5.59 0.92
Br 5.70 -1.15 -2.72
Br 7.26 -3.77 -1.35
Br 2.57 -4.69 1.83
O 1.64 -2.32 0.18
O -6.37 2.64 -1.68
O -3.59 2.96 3.79
O -5.02 1.43 -2.83
O 2.91 -0.86 -1.57
O -5.54 3.38 2.98
O -0.43 0.16 1.18
O -0.54 0.49 -1.00
N -4.41 2.94 2.90
N -5.35 1.99 -1.82
N 2.23 1.59 0.03
N -1.12 -2.24 -0.54
C -2.78 1.72 1.53
C 2.89 -2.67 -0.08
C -1.03 0.57 0.16
C -2.14 -2.11 -1.38
C 3.54 -3.73 0.51
C -3.62 -3.29 0.09
C -1.32 -2.90 0.60
C 3.07 3.63 -0.37
C -3.40 -2.60 -1.10
C 0.73 3.19 -1.29
C -2.39 1.18 0.31
C -2.55 -3.45 0.95
C 4.02 0.53 1.42
C 4.01 2.91 0.41
C 4.86 -2.23 -1.42
C 1.99 2.81 -0.58
C -4.00 2.34 1.62
C 3.55 -1.89 -1.09
C -3.23 1.27 -0.80
C -4.87 2.45 0.54
C -4.46 1.89 -0.65
C 5.49 -3.34 -0.83
C 3.46 1.67 0.63
C 4.84 -4.08 0.13
H -2.13 1.63 2.39
H 3.41 0.33 2.31
H -2.93 0.87 -1.75
H -2.66 -3.98 1.88
H -1.94 -1.57 -2.30
H -0.12 3.25 -0.61
H -4.59 -3.69 0.33
H 0.46 2.50 -2.09
H 4.09 -0.39 0.84
H 5.02 0.77 1.76
H 3.14 4.65 -0.71
H 0.87 4.18 -1.73
H -0.45 -2.99 1.25
H 4.98 3.24 0.75
H -5.82 2.95 0.63
```

Results
highest occupied orbital energy = -4.83 eV
orbital gap = 5.424 eV
relative energy (zero: lowest compared OMol25 entry of this formula, charge and spin) = 16.7 kcal per mole
total charge = -1



C51H55BGeIrN8S2 as an isolated structure. Source: OMol25; level of theory: ωB97M-V with the def2-TZVPD basis set.

XYZ file:
```
119
Properties=species:S:1:pos:R:3
Ir -0.69 -0.98 0.32
Ge -1.52 0.88 1.93
S -1.00 0.93 -1.12
S 1.70 -0.60 -1.28
N 1.67 -2.82 1.05
N 1.34 -1.55 1.34
N -0.60 -3.69 1.53
N -0.66 -2.52 -1.11
N 1.83 0.13 -3.84
N -0.34 1.91 -3.53
N -1.45 -2.65 1.43
N 0.17 -3.55 -0.83
C 0.22 2.53 3.62
C 1.15 0.24 -2.67
C 3.53 -1.79 1.61
C -3.01 0.22 4.37
C 0.20 3.21 1.32
C 3.00 -3.00 1.20
C -2.13 -1.76 -2.96
C 4.87 -0.41 -2.14
C 3.71 -4.27 0.95
C 4.62 1.36 -3.74
C -3.20 1.65 1.15
C -2.54 -2.94 2.17
C 0.68 2.14 -4.54
C -3.79 -2.15 2.21
C -0.27 2.38 2.33
C -2.33 -1.32 6.08
C -0.32 5.99 -1.98
C -0.95 -1.01 4.15
C -1.54 2.71 -3.49
C 5.91 0.28 -1.55
C -1.18 -1.61 5.38
C -1.10 -2.65 -2.37
C -0.50 -3.78 -2.92
C 5.66 2.05 -3.14
C 0.29 -4.32 -1.92
C -4.82 3.42 1.03
C -3.97 0.90 0.26
C 1.67 4.29 2.87
C -1.86 -0.09 3.65
C 6.30 1.52 -2.04
C -3.62 2.92 1.51
C -5.58 2.67 0.15
C 3.07 -0.61 -3.90
C -2.42 5.42 -0.99
C 1.27 0.80 -4.99
C 0.00 1.02 -2.56
C 1.17 4.15 1.58
C 4.21 0.13 -3.24
C -0.39 -5.87 2.75
C 1.15 -5.53 -1.99
C 1.18 3.49 3.89
C -2.46 4.26 -1.74
C -5.16 1.41 -0.24
C -2.34 -4.17 2.79
C -1.44 3.96 -2.63
C -1.35 6.29 -1.10
C -1.09 -4.62 2.36
C -0.37 4.84 -2.75
C 2.53 0.53 2.03
C -3.24 -0.39 5.58
C 2.46 -0.90 1.66
B 0.63 -3.85 0.62
H -1.82 -0.72 -2.99
H 0.82 -6.28 -1.26
H -6.50 3.07 -0.25
H -3.02 3.52 2.18
H 0.48 0.18 -5.44
H -5.75 0.83 -0.93
H -3.04 -1.81 -2.36
H 1.57 1.01 1.86
H -3.24 5.65 -0.33
H -3.72 0.93 3.97
H 7.11 2.06 -1.57
H 0.42 4.65 -3.45
H -3.30 3.59 -1.64
H 5.97 3.01 -3.54
H 0.62 -5.65 3.09
H -2.53 -1.81 7.02
H 3.61 -4.57 -0.09
H 3.30 -0.79 -4.96
H -1.31 7.20 -0.51
H -0.94 -6.35 3.56
H -5.16 4.40 1.35
H 1.56 3.61 4.90
H 2.18 -5.28 -1.76
H 3.28 1.04 1.43
H 4.77 -4.15 1.18
H -2.37 -2.09 -3.97
H -0.18 3.09 0.31
H 1.05 -4.95 0.69
H 4.56 -1.58 1.84
H 2.91 -1.57 -3.40
H 6.43 -0.15 -0.71
H 1.10 -5.96 -2.98
H -3.64 -0.09 -0.04
H -3.62 -1.12 1.90
H -0.65 -4.16 -3.91
H 1.55 4.77 0.78
H 1.49 2.75 -4.12
H -0.46 -2.32 5.78
H -4.22 -2.16 3.20
H 4.13 1.78 -4.61
H 4.58 -1.38 -1.76
H -0.33 -6.57 1.93
H 0.52 6.66 -2.08
H 3.31 -5.07 1.57
H -0.14 1.89 4.42
H -1.78 3.00 -4.51
H 2.05 0.97 -5.73
H -3.01 -4.68 3.45
H -0.08 -1.28 3.57
H -4.14 -0.17 6.14
H 0.23 2.67 -5.39
H 2.81 0.64 3.08
H -4.51 -2.60 1.53
H -2.36 2.09 -3.10
H 2.45 5.01 3.06
```

Results
expectation value of S² = 1.10
highest occupied orbital energy (spin up / spin down) = -13.14 / -13.04 eV
multiplicity = 2
orbital gap (spin up / spin down) = 5.519 / 5.319 eV
total charge = +2



A 2-piece molecular cluster, C2H5NO overall. Source: OMol25; level of theory: ωB97M-V with the def2-TZVPD basis set.

XYZ file:
```
9
Properties=species:S:1:pos:R:3
O -1.80 0.56 -0.96
N 0.99 0.15 0.52
C -2.27 -0.07 0.01
C 2.01 -0.22 -0.20
H 2.87 0.41 -0.44
H -1.64 -0.50 0.79
H -3.34 -0.24 0.10
H 1.96 -1.14 -0.76
H 1.22 1.06 0.94
```

Results
expectation value of S² = 0.75
highest occupied orbital energy (spin up / spin down) = 1.29 / -2.19 eV
multiplicity = 2
orbital gap (spin up / spin down) = 2.777 / 6.126 eV
relative energy (zero: lowest compared OMol25 entry of this formula, charge and spin) = 39.1 kcal per mole
total charge = -1



A 10-piece molecular cluster, C20H60O10 overall. Source: OMol25; level of theory: ωB97M-V with the def2-TZVPD basis set.

XYZ file:
```
90
Properties=species:S:1:pos:R:3
O 19.47 -3.48 -6.26
O 24.58 -9.85 -4.12
O 21.01 -7.11 -1.97
O 26.65 -6.07 -2.02
O 18.00 -6.62 -1.81
O 20.55 -8.36 -4.30
O 22.75 -4.59 5.01
O 22.74 -0.09 -0.44
O 18.68 -11.33 0.67
O 21.69 -7.07 3.71
C 23.07 -2.41 -0.76
C 21.83 -6.31 0.17
C 18.65 -3.25 -5.18
C 21.65 -6.07 -1.32
C 25.84 -6.20 0.12
C 16.81 -5.90 -1.51
C 25.59 -5.57 -1.27
C 23.71 -1.04 -0.83
C 21.29 -6.83 -5.90
C 19.45 -3.31 -3.93
C 20.09 -7.37 -5.24
C 24.79 -7.85 -5.35
C 20.42 -9.90 1.14
C 19.03 -10.25 1.49
C 24.65 -8.44 -3.96
C 23.39 -8.53 4.73
C 23.26 -4.00 3.85
C 22.38 -2.90 3.30
C 16.13 -6.58 -0.33
C 22.90 -7.81 3.47
H 18.78 -3.53 -3.10
H 22.56 -7.10 0.37
H 22.66 -8.62 2.78
H 22.93 -3.95 5.70
H 22.18 -2.18 4.09
H 27.35 -5.42 -2.13
H 24.02 -8.30 -5.97
H 26.68 -5.64 0.53
H 16.11 -5.89 -2.35
H 21.91 -7.55 -6.43
H 20.97 -6.14 -6.69
H 20.42 -9.39 0.18
H 23.35 -4.77 3.08
H 20.93 -6.52 0.75
H 23.75 -7.17 3.23
H 22.45 -2.54 -1.65
H 19.97 -2.36 -3.80
H 18.92 -3.59 -7.04
H 18.23 -2.25 -5.34
H 19.53 -6.55 -4.78
H 25.70 -4.49 -1.27
H 23.14 0.78 -0.35
H 21.91 -6.21 4.07
H 23.73 -8.03 -3.53
H 24.19 -9.25 4.56
H 21.00 -5.19 -1.32
H 22.78 -2.38 2.43
H 22.51 -2.62 0.15
H 17.06 -4.86 -1.28
H 18.14 -11.05 -0.08
H 22.58 -5.87 -1.84
H 21.43 -3.33 2.98
H 20.06 -4.21 -3.98
H 20.88 -7.93 -3.51
H 23.97 -3.03 -0.73
H 20.07 -7.06 -1.82
H 18.32 -9.45 1.30
H 24.52 -0.97 -0.10
H 22.38 -5.52 0.66
H 15.93 -7.60 -0.63
H 24.72 -6.76 -5.41
H 21.85 -6.21 -5.21
H 26.11 -7.25 0.01
H 19.44 -7.80 -6.00
H 17.84 -3.97 -5.04
H 16.72 -6.64 0.59
H 23.70 -10.22 -4.15
H 24.61 -5.76 -1.72
H 18.93 -10.63 2.51
H 21.00 -10.80 0.94
H 23.79 -7.86 5.49
H 22.61 -9.03 5.30
H 17.76 -7.16 -2.57
H 24.26 -3.60 4.00
H 15.21 -6.03 -0.13
H 25.00 -6.12 0.81
H 25.75 -8.24 -5.68
H 25.39 -8.11 -3.24
H 24.01 -0.78 -1.85
H 20.88 -9.25 1.88
```

Results
expectation value of S² = 0.75
highest occupied orbital energy (spin up / spin down) = -11.69 / -11.69 eV
multiplicity = 2
orbital gap (spin up / spin down) = 8.953 / 2.326 eV
relative energy (zero: lowest compared OMol25 entry of this formula, charge and spin) = 34.7 kcal per mole
total charge = +1



C35H42Cl5N2O4PSi2SnTe as an isolated structure. Source: OMol25; level of theory: ωB97M-V with the def2-TZVPD basis set.

XYZ file:
```
93
Properties=species:S:1:pos:R:3
Te -1.15 -0.41 2.78
Sn -0.40 1.20 0.39
Cl 5.70 2.05 -2.44
Cl 6.75 -0.73 -1.51
Cl 2.95 3.13 -1.37
Cl 2.41 -1.20 1.72
Cl 5.10 -2.37 0.59
P 1.52 -0.55 -2.79
Si -1.87 1.02 5.72
Si -4.10 -0.96 0.99
O 0.36 2.36 2.73
O -0.10 -0.63 -0.64
O -0.47 -2.32 0.77
O 1.67 1.34 0.52
N 1.96 3.90 2.30
N 2.49 1.95 3.43
C 0.72 -5.09 -2.07
C -0.08 -1.88 -0.31
C 5.27 -0.11 -0.87
C -0.15 1.56 -3.38
C -2.92 -1.52 2.36
C 4.80 1.14 -1.29
C -2.42 1.43 -4.17
C -5.68 -1.94 1.25
C 2.81 0.89 0.10
C 3.34 -0.33 0.54
C 1.53 -3.29 -3.45
C -2.58 -0.59 6.35
C -4.49 0.87 1.09
C 2.48 -0.62 -4.36
C 0.29 -4.16 -1.14
C -1.33 2.18 -3.78
C 0.47 -2.80 -1.36
C 2.78 -0.39 -6.75
C -2.19 1.12 3.87
C -0.06 0.17 -3.39
C 1.95 -0.38 -5.63
C -3.40 -1.36 -0.69
C -2.33 0.04 -4.18
C 1.55 2.71 2.79
C 1.10 -2.33 -2.53
C 4.13 -0.65 -6.62
C 4.54 -0.84 0.06
C 4.67 -0.89 -5.36
C -1.15 -0.59 -3.79
C 3.85 -0.87 -4.24
C -2.72 2.47 6.55
C 1.34 -4.65 -3.23
C 3.59 1.62 -0.81
C 1.06 4.68 1.46
C -0.03 1.09 6.05
H 0.90 -0.18 -5.74
H -3.80 2.46 6.36
H 0.69 2.15 -3.06
H -3.25 0.99 3.64
H 2.35 -0.20 -7.72
H -5.11 1.14 0.24
H -1.39 3.27 -3.77
H -2.11 -1.45 5.87
H -2.42 -0.69 7.43
H -5.49 -3.01 1.20
H -3.18 -0.56 -4.48
H 0.92 4.20 0.48
H -3.44 -1.57 3.32
H -5.05 1.12 2.00
H 4.77 -0.66 -7.49
H 4.27 -1.05 -3.26
H 0.47 0.20 5.65
H -0.19 -4.46 -0.23
H -3.08 -2.40 -0.75
H 0.10 4.78 1.95
H 0.42 1.97 5.59
H 1.49 5.67 1.31
H 2.24 0.98 3.52
H -1.85 2.07 3.46
H 2.95 4.04 2.16
H 0.17 1.12 7.12
H -2.57 2.44 7.63
H -1.10 -1.67 -3.79
H -6.42 -1.69 0.48
H 0.58 -6.15 -1.89
H -2.56 -2.52 2.13
H 1.68 -5.36 -3.97
H -3.66 -0.65 6.18
H -2.32 3.42 6.18
H -3.34 1.91 -4.48
H 3.46 2.13 3.25
H -6.12 -1.72 2.22
H -3.60 1.49 1.06
H -2.55 -0.74 -0.96
H 2.02 -2.98 -4.36
H -4.18 -1.20 -1.45
H 5.73 -1.09 -5.24
```

Results
highest occupied orbital energy = -7.82 eV
orbital gap = 8.189 eV
relative energy (zero: lowest compared OMol25 entry of this formula, charge and spin) = 5.2 kcal per mole



A 6-piece molecular cluster, C2H18NO5 overall. Source: OMol25; level of theory: ωB97M-V with the def2-TZVPD basis set.

XYZ file:
```
26
Properties=species:S:1:pos:R:3
O -1.59 1.02 0.37
O 0.77 -1.04 2.36
O -1.69 -3.80 -0.15
O -0.37 -1.25 -0.62
O 0.05 1.64 2.42
N 1.25 0.84 -0.14
C 1.48 1.38 -1.50
C 0.27 1.23 -2.42
H 0.82 1.29 2.89
H -2.40 1.45 0.08
H 2.25 0.86 -2.08
H 0.14 -1.52 1.80
H 0.23 0.88 0.06
H 1.83 2.41 -1.51
H -1.56 -4.09 -1.05
H 1.05 -1.77 2.92
H -1.83 -4.54 0.44
H -0.67 1.68 -2.09
H 0.48 1.50 -3.45
H -0.59 -2.19 -0.69
H 0.04 0.16 -2.48
H -1.55 1.30 1.31
H -0.33 2.28 3.04
H -1.10 -0.96 -0.05
H 1.68 1.41 0.57
H 1.34 -0.17 -0.04
```

Results
highest occupied orbital energy = -14.91 eV
orbital gap = 12.195 eV
relative energy (zero: lowest compared OMol25 entry of this formula, charge and spin) = 11.2 kcal per mole
total charge = +1



A 2-piece molecular cluster, C5H6N2O4 overall. Source: OMol25; level of theory: ωB97M-V with the def2-TZVPD basis set.

XYZ file:
```
17
Properties=species:S:1:pos:R:3
O 2.70 1.49 0.97
O 2.93 -0.58 -0.49
O 0.87 2.48 1.06
O 1.74 0.07 -2.19
N 2.00 0.00 -0.96
N 1.56 1.60 0.70
C -1.07 0.34 -1.69
C 0.19 -0.99 0.96
C -0.23 1.10 -1.00
C 0.79 -2.12 0.84
C 0.95 0.58 -0.17
H -0.40 2.20 -1.13
H -0.65 -0.52 1.36
H 0.36 -3.09 1.01
H -1.11 -0.70 -1.93
H 1.71 -2.14 0.41
H -1.76 0.92 -2.28
```

Results
highest occupied orbital energy = -10.29 eV
orbital gap = 9.469 eV
relative energy (zero: lowest compared OMol25 entry of this formula, charge and spin) = 240.6 kcal per mole



Repeat the second record exactly.
C34H28BrCl2FN3O3S2Ti as an isolated structure. Source: OMol25; level of theory: ωB97M-V with the def2-TZVPD basis set.

XYZ file:
```
75
Properties=species:S:1:pos:R:3
Br 1.81 -2.67 0.34
Ti -0.21 0.28 -0.15
Cl 2.37 0.58 2.05
Cl -2.37 2.46 3.93
S -0.74 2.12 -2.77
S -0.46 2.06 1.44
F 4.13 5.52 -2.44
O -1.10 1.67 -1.35
O -0.50 -1.18 -1.24
O -0.67 -3.97 4.63
N -4.53 -0.89 -0.32
N -2.54 -0.06 0.03
N -0.25 -1.24 1.56
C 1.66 0.60 4.63
C -0.58 -3.06 3.65
C -1.61 -4.14 -2.98
C -3.20 -1.06 -0.53
C -3.48 0.77 0.60
C -0.43 1.44 5.45
C -2.70 -1.05 -5.32
C -1.17 -1.06 2.53
C 3.51 4.37 -2.14
C -2.66 -2.16 -1.31
C -0.79 1.78 4.16
C 0.49 -2.35 1.66
C -3.46 -3.20 -1.78
C 0.80 0.85 5.68
C -0.79 -3.13 -2.52
C -1.37 -1.92 3.58
C 1.52 0.70 -1.24
C 2.32 3.02 -0.57
C 2.77 2.21 -2.78
C -3.42 -0.49 -4.27
C -1.56 0.93 -3.80
C -2.85 0.50 -3.50
C -1.42 -0.62 -5.62
C -4.72 0.27 0.40
C 2.97 4.21 -0.88
C -2.95 -4.19 -2.60
C -1.80 3.54 -2.95
C 0.04 1.56 3.05
C 1.27 0.95 3.35
C -1.31 -2.14 -1.68
C 2.21 2.00 -1.51
C -0.83 0.38 -4.84
C 0.38 -3.28 2.66
C 3.42 3.39 -3.10
H 3.86 3.55 -4.08
H -1.78 -0.17 2.44
H 0.18 0.71 -5.04
H -2.82 3.27 -2.70
H 1.36 0.16 -2.18
H 2.14 0.02 -0.63
H 2.62 0.14 4.78
H -3.18 1.67 1.12
H -3.59 -4.99 -2.95
H -5.26 -1.50 -0.64
H 1.89 2.90 0.41
H -3.37 0.93 -2.65
H 3.06 5.01 -0.16
H -5.69 0.61 0.69
H -1.11 1.64 6.26
H -3.16 -1.83 -5.92
H 1.01 -4.16 2.69
H -1.73 3.89 -3.98
H 1.09 0.59 6.69
H -0.87 -1.06 -6.44
H -4.51 -3.26 -1.50
H -1.42 4.30 -2.27
H -1.35 -3.73 5.26
H -2.12 -1.70 4.32
H -1.20 -4.91 -3.62
H 0.26 -3.08 -2.78
H 2.70 1.42 -3.52
H -4.42 -0.84 -4.05
```

Results
highest occupied orbital energy = -10.51 eV
orbital gap = 7.608 eV
relative energy (zero: lowest compared OMol25 entry of this formula, charge and spin) = 14.0 kcal per mole
total charge = +1